[1]
DFT (the ωB97M-V functional and the def2-TZVPD basis) results for a 9-piece molecular cluster, C18H41F8N6O18S4 overall at a distorted geometry.

Geometry as XYZ:
```
95
C18H41F8N6O18S4, DFT the ωB97M-V functional and the def2-TZVPD basis
C 3.65952 1.23041 1.43800
C 3.42484 2.24792 2.57116
O 4.36167 2.87118 3.08321
N 1.96108 2.45230 2.98589
H 1.72422 3.36429 2.62219
H 1.34691 1.83020 2.48004
C 1.62055 2.36813 4.48350
H 2.90361 0.44625 1.39569
H 4.61814 0.75733 1.65095
H 3.70754 1.79911 0.50936
H 1.92526 1.34054 4.68174
H 0.56266 2.59132 4.62191
H 2.24433 3.14660 4.92281
C 0.43948 2.04636 -3.52177
C 1.81422 1.38991 -3.60889
O 2.26274 1.00578 -4.67223
N 2.65067 1.18887 -2.30521
H 3.29779 1.96123 -2.23598
H 2.02616 1.33634 -1.52525
C 3.36129 -0.21478 -2.17818
H 0.41175 2.82711 -2.76167
H -0.21540 1.26909 -3.12796
H 0.13489 2.42860 -4.49605
H 3.93460 -0.34789 -3.09563
H 2.48928 -0.86835 -2.20148
H 3.95381 -0.31172 -1.26845
C -3.99591 5.10186 -2.25973
C -3.11881 3.84768 -2.16439
O -1.89768 3.91909 -1.90613
N -3.78484 2.53792 -2.21413
H -4.73349 2.71911 -1.91859
H -3.66577 2.32018 -3.19316
C -3.21383 1.41272 -1.31029
H -3.60391 5.99265 -2.75056
H -4.09650 5.32106 -1.19674
H -4.96854 4.88627 -2.70201
H -3.79313 0.48953 -1.32593
H -3.38706 1.78083 -0.29906
H -2.14014 1.31111 -1.46831
C -2.31270 -2.42316 2.83465
C -2.82187 -1.12899 3.50953
O -3.09966 -1.12508 4.69738
N -2.87579 0.12400 2.57977
H -2.13296 0.12893 1.89546
H -3.65614 0.05940 1.94182
C -2.76857 1.41896 3.40215
H -2.03576 -3.30632 3.41036
H -1.44179 -2.22938 2.20850
H -3.06349 -2.82634 2.15506
H -3.73418 1.46149 3.90602
H -2.77587 2.25168 2.69885
H -1.95802 1.48373 4.12804
C -0.98554 -3.93475 -0.52884
C -1.10912 -5.37367 -1.03145
O -2.11837 -5.92253 -1.35224
N 0.22242 -6.07669 -1.26207
H 0.36125 -6.02489 -2.26114
H 1.03520 -5.62102 -0.87238
C 0.20279 -7.62747 -0.88247
H -0.41390 -3.88281 0.39779
H -1.96848 -3.54517 -0.26398
H -0.49389 -3.30800 -1.27285
H -0.46543 -8.09842 -1.60343
H -0.07013 -7.76534 0.16377
H 1.25621 -7.85937 -1.03939
C 3.40925 -3.36216 1.82345
F 4.21610 -4.31802 2.03005
F 2.35368 -3.65835 2.60304
F 3.89162 -2.19426 2.09713
S 2.93313 -3.42729 -0.07843
O 4.25406 -3.44072 -0.71466
O 2.22838 -4.69286 -0.29992
O 2.00024 -2.31420 -0.29209
C 0.68822 -3.07053 -4.17714
F 0.37423 -3.95573 -5.10689
F 1.06809 -3.75490 -3.11714
F 1.68245 -2.30510 -4.65858
S -0.89590 -2.05830 -3.78135
O -1.05227 -1.19841 -4.98994
O -1.99115 -3.03669 -3.51169
O -0.55870 -1.25562 -2.63262
N 1.12708 4.81785 2.25011
S 0.26592 5.55760 3.29327
O -0.54712 4.77699 4.20557
O -0.24793 6.88056 2.88566
F 1.48254 5.93299 4.28164
S -0.15507 4.64567 1.13322
O -0.46559 5.88056 0.38243
O -1.32255 3.82229 1.41840
F 0.82989 3.86732 0.08357
O -0.82673 -0.53777 0.24251
C -0.02811 0.50786 0.53829
O -0.04404 1.02535 1.68897
O 0.73493 0.97499 -0.30355
H -0.40263 -0.75415 -0.59111
```

Calculated values
Charge: +1

=====

[2]
DFT (the ωB97M-V functional and the def2-TZVPD basis) results for C18H41HfO5SSb as an isolated structure.

Geometry as XYZ:
```
67
C18H41HfO5SSb, DFT the ωB97M-V functional and the def2-TZVPD basis
Hf 0.64718 -0.31980 -0.78926
C -0.92475 -2.13339 -2.75074
C -0.43450 -3.16356 -1.75672
O 0.01017 -2.44416 -0.54807
C 0.92065 -3.19411 0.32321
C 2.31919 -3.02436 -0.21285
O 2.42546 -1.60015 -0.55233
C 3.62404 -1.25342 -1.33450
C 3.46087 0.17678 -1.78784
O 2.09582 0.36909 -2.32054
C 1.92039 -0.00159 -3.73674
C 0.45010 -0.29089 -3.92050
O 0.08173 -1.05927 -2.71720
H -1.89074 -1.70322 -2.49116
H -0.97021 -2.55918 -3.75229
H 0.41411 -3.71846 -2.15699
H -1.22939 -3.85333 -1.47571
H 0.61014 -4.23655 0.38058
H 0.81255 -2.74653 1.31279
H 2.50431 -3.60246 -1.11876
H 3.06861 -3.27286 0.53785
H 3.68111 -1.95371 -2.16812
H 4.50873 -1.36317 -0.70764
H 4.18934 0.44079 -2.55368
H 3.55689 0.88200 -0.96599
H 2.52404 -0.88615 -3.93785
H 2.25041 0.82772 -4.36048
H 0.26750 -0.88899 -4.81177
H -0.16917 0.60478 -3.95488
C 1.39984 3.90188 -0.91746
C 1.29704 3.73999 0.59216
S 2.14144 2.25674 1.14565
O 1.31547 1.06742 0.43986
C 1.62741 2.13901 2.87759
C 2.53622 1.23152 3.68969
H 0.95839 4.85752 -1.19864
H 0.84909 3.12108 -1.44698
H 2.43824 3.91216 -1.25062
H 0.27476 3.71594 0.97322
H 1.84514 4.52861 1.12142
H 0.58503 1.81051 2.84730
H 1.65328 3.17436 3.23062
H 2.50408 0.19567 3.34705
H 2.20191 1.24798 4.72708
H 3.56863 1.57878 3.67445
C -4.49852 -0.75927 -0.93068
C -3.61306 -1.29362 0.19122
Sb -1.94933 -0.02241 0.63523
C -1.24476 -0.77332 2.53419
C -2.00775 -0.20840 3.73397
C -2.80841 1.93241 0.82824
C -3.99297 1.97838 1.79060
H -5.35143 -1.42573 -1.06090
H -3.98205 -0.69899 -1.89195
H -4.89693 0.22994 -0.70441
H -3.22138 -2.28839 -0.02293
H -4.15502 -1.36079 1.13627
H -0.17152 -0.58067 2.62444
H -1.38595 -1.85406 2.45935
H -1.84615 0.86285 3.85741
H -1.67022 -0.70343 4.64512
H -3.08032 -0.38037 3.64910
H -3.11256 2.17825 -0.19062
H -2.01472 2.62558 1.10710
H -4.75563 1.23855 1.54466
H -4.46534 2.95853 1.71481
H -3.69655 1.83394 2.82557
```

Calculated values
Charge: +4

=====

[3]
DFT (the ωB97M-V functional and the def2-TZVPD basis) results for a 4-piece molecular cluster, C18H41NO13P3 overall at a distorted geometry.

Geometry as XYZ:
```
76
C18H41NO13P3, DFT the ωB97M-V functional and the def2-TZVPD basis
C -0.35267 1.83975 -1.70807
C -0.75119 1.79060 -0.21562
C -1.42548 0.44734 0.17387
C -0.45201 -0.59670 0.73121
O -0.51144 -1.91082 0.10054
N -0.44928 -1.82314 -1.26603
C 0.66440 -1.37491 -1.83820
C 0.75090 -1.31711 -3.21462
C -0.35737 -1.70264 -3.95173
C -1.50459 -2.16296 -3.31951
C -1.52001 -2.22782 -1.94877
H -0.89776 1.08737 -2.28349
H -0.59619 2.80672 -2.14311
H 0.71623 1.67325 -1.85297
H 0.12217 1.99176 0.40620
H -1.50745 2.56161 -0.07786
H -2.16378 0.65902 0.94728
H -1.99387 0.13182 -0.70181
H -0.70919 -0.78598 1.76907
H 0.57544 -0.22838 0.71526
H 1.51569 -1.07362 -1.24738
H 1.65182 -0.99276 -3.71541
H -0.36722 -1.66870 -5.03270
H -2.39143 -2.47305 -3.85040
H -2.37170 -2.57137 -1.37899
C -7.37540 -2.84804 2.26550
O -7.49636 -3.73937 1.13597
P -6.58335 -3.43028 -0.15387
O -6.88994 -2.06281 -0.59225
O -7.29801 -4.55395 -1.07077
C -7.84449 -5.76655 -0.53244
O -5.09636 -3.69242 -0.76445
C -4.47440 -4.95799 -0.44684
H -7.81100 -3.35022 3.12502
H -6.33449 -2.61366 2.48141
H -7.92530 -1.93194 2.06302
H -8.90914 -5.63675 -0.34665
H -7.35227 -6.06309 0.39211
H -7.70673 -6.55090 -1.27405
H -4.86121 -5.74093 -1.09919
H -4.64863 -5.22797 0.59507
H -3.40257 -4.86002 -0.60535
C 7.82180 2.28509 -3.90015
O 6.46837 2.44532 -3.41657
P 5.38931 1.34288 -3.87304
O 5.38001 1.31827 -5.33845
O 4.13394 2.15398 -3.23045
C 4.26493 2.98059 -2.06475
O 4.80671 -0.11730 -3.46507
C 4.71306 -0.47093 -2.07762
H 8.46354 2.90797 -3.28309
H 8.15339 1.25126 -3.82726
H 7.87714 2.61766 -4.93381
H 4.42496 4.01470 -2.36527
H 5.08651 2.66180 -1.42623
H 3.33535 2.91517 -1.50078
H 3.81582 -0.00636 -1.65808
H 5.59232 -0.15255 -1.51909
H 4.62392 -1.55305 -2.01132
C -0.61397 2.40013 3.94981
O 0.63206 2.27067 4.63399
P 1.88697 3.10079 3.91030
O 1.76661 2.39057 2.60296
O 2.93866 2.39713 4.93757
C 2.68103 2.28823 6.34568
O 3.05810 4.15788 3.45712
C 3.54169 5.13679 4.40310
H -1.39945 2.04383 4.61402
H -0.81219 3.43863 3.69114
H -0.60955 1.79199 3.04652
H 2.24194 1.31614 6.56484
H 2.01374 3.07149 6.70240
H 3.63316 2.37321 6.86507
H 4.25773 4.67169 5.08072
H 2.72934 5.58203 4.97609
H 4.03864 5.92190 3.84067
```

Calculated values
Charge: +1

=====

no.,HOMO energy (eV),M (Da),orbital gap (eV)
1,-11.43,909.80,7.69
2,-20.92,669.84,7.52
3,-12.01,572.44,8.14